1.
{"formula": "C3H2Cl2N2", "method": "the ωB97M-V functional and the def2-TZVPD basis", "symbols": ["C", "C", "C", "N", "N", "Cl", "Cl", "H", "H"], "coordinates": [[1.531, 0.843, -0.487], [-0.480, -0.757, 0.605], [0.204, 0.584, -0.871], [2.610, 1.021, -0.141], [-1.688, -0.720, 0.741], [0.833, -1.569, 1.280], [-0.901, 1.919, -0.790], [0.068, -0.026, -1.755], [-2.178, -1.295, 1.418]], "total_energy_ev": -31162.3573, "spin_multiplicity": 3, "s_squared": 2.02, "fmax_ev_per_a": 5.3, "e_lumo_ev": [0.7, -3.3], "homo_ev": [-6.5, -11.2]}



2.
{"formula": "C30H34AsF22O7S3", "method": "the ωB97M-V functional and the def2-TZVPD basis", "symbols": ["As", "F", "F", "F", "F", "F", "F", "C", "C", "C", "F", "F", "F", "F", "O", "C", "C", "F", "F", "F", "F", "H", "H", "H", "H", "C", "C", "C", "F", "F", "F", "F", "O", "C", "C", "F", "F", "F", "F", "H", "H", "H", "H", "C", "S", "O", "C", "H", "H", "H", "H", "H", "H", "C", "S", "O", "C", "H", "H", "H", "H", "H", "H", "C", "S", "O", "C", "H", "H", "H", "H", "H", "H", "C", "C", "C", "C", "C", "C", "C", "O", "C", "C", "C", "C", "C", "C", "C", "O", "H", "H", "H", "H", "H", "H", "H", "H"], "coordinates": [[-0.828, 0.527, 1.420], [-2.157, 1.604, 1.230], [0.020, 1.758, 2.275], [0.499, -0.579, 1.646], [-1.705, -0.634, 0.479], [-0.070, 1.080, -0.050], [-1.545, -0.117, 2.859], [5.653, 0.962, -0.573], [4.278, 1.119, -0.005], [3.137, 0.943, -0.996], [2.929, 1.929, -1.902], [3.282, -0.234, -1.671], [4.149, 0.125, 0.923], [4.110, 2.284, 0.639], [5.848, 1.981, -1.517], [7.039, 2.066, -2.155], [8.173, 2.462, -1.198], [9.282, 2.836, -1.879], [7.772, 3.520, -0.470], [7.362, 0.880, -2.737], [6.917, 2.975, -3.119], [5.760, -0.045, -0.987], [6.424, 0.987, 0.204], [2.191, 0.876, -0.450], [8.483, 1.617, -0.579], [-0.178, -6.514, 2.142], [-0.261, -7.898, 1.579], [0.736, -8.131, 0.404], [1.803, -8.869, 0.870], [0.156, -8.855, -0.561], [-0.011, -8.807, 2.549], [-1.519, -8.117, 1.131], [-0.206, -5.619, 1.020], [-0.405, -4.319, 1.323], [-0.015, -3.456, 0.127], [1.229, -3.842, -0.282], [-0.889, -3.674, -0.869], [-1.690, -4.098, 1.678], [0.367, -3.946, 2.390], [0.777, -6.353, 2.649], [-0.976, -6.301, 2.852], [1.191, -7.216, 0.034], [0.035, -2.401, 0.388], [-2.105, 0.377, 5.967], [-2.285, -1.252, 6.705], [-3.760, -1.332, 6.965], [-2.086, -2.199, 5.182], [-1.366, 0.499, 5.171], [-1.731, 1.086, 6.710], [-3.062, 0.636, 5.519], [-1.066, -2.559, 5.087], [-2.384, -1.586, 4.332], [-2.823, -3.002, 5.155], [1.751, -2.113, 4.798], [1.464, -0.866, 6.078], [2.708, -0.535, 6.814], [1.264, 0.470, 4.905], [2.683, -2.002, 4.248], [0.920, -2.070, 4.094], [1.699, -3.082, 5.298], [0.591, 0.171, 4.099], [2.219, 0.664, 4.410], [0.886, 1.394, 5.335], [-4.565, -2.439, 2.178], [-6.223, -2.021, 2.808], [-6.784, -3.305, 3.288], [-5.587, -1.077, 4.210], [-4.153, -3.116, 2.921], [-4.033, -1.496, 2.040], [-4.585, -2.915, 1.200], [-5.061, -1.670, 4.958], [-6.408, -0.511, 4.646], [-4.855, -0.345, 3.858], [0.116, 2.954, -3.437], [-1.152, 3.122, -2.904], [-2.117, 3.830, -3.612], [-1.868, 4.330, -4.874], [-0.581, 4.198, -5.411], [0.392, 3.556, -4.661], [-0.183, 4.870, -6.681], [0.976, 4.967, -7.013], [-1.276, 5.415, -7.530], [-1.039, 5.704, -8.863], [-2.093, 6.116, -9.653], [-3.391, 6.175, -9.153], [-3.637, 5.829, -7.827], [-2.574, 5.476, -7.022], [-2.896, 5.108, -5.599], [-3.965, 5.421, -5.121], [0.890, 2.366, -2.971], [-1.409, 2.662, -1.957], [-3.063, 4.008, -3.115], [1.370, 3.381, -5.094], [-0.078, 5.523, -9.324], [-1.996, 6.393, -10.698], [-4.179, 6.548, -9.794], [-4.654, 5.742, -7.473]], "total_energy_ev": -199128.4938, "charge": -1, "fmax_ev_per_a": 2.3, "e_lumo_ev": 0.6, "homo_ev": -6.8}



Energy above the lowest of the compared OMol25 structures with the same formula, charge and spin per entry: 0.963; 0.000 eV